[1]
Density functional theory data (ωB97M-V/def2-TZVPD) for a molecular structure, C46H41Ge2N6Ru in a non-equilibrium geometry.

Computed properties:
Gap between HOMO and LUMO (alpha / beta) (eV): 6.458 / 5.239
HOMO level (alpha / beta) (eV): -13.35 / -13.38
Total charge: +2
2S+1: 2

Each line ends with the Löwdin spin population.
Atoms and positions in Å:
Ru -0.75843 0.15355 0.15195  0.692
C -0.97050 -3.99050 -1.09267  0.003
C -1.39289 -4.70335 0.02981  0.000
C -1.43606 -4.04763 1.23393  0.002
C -1.10498 -2.68788 1.31311  0.000
N -0.78223 -1.97893 0.21352  0.002
C -0.67750 -2.65776 -0.95620  0.000
N -1.05027 -2.18644 2.60430  0.008
C -0.91759 -0.95447 2.90954  0.004
N -0.96771 0.17945 2.08386  0.042
C -0.76787 1.31857 2.86795  0.002
N -0.76118 2.55374 2.53101  0.009
C -1.03680 3.02700 1.25640  -0.003
C -1.30774 4.40180 1.20448  0.004
C -1.62110 5.00290 0.01056  -0.001
C -1.63749 4.21354 -1.13737  0.003
C -1.33961 2.87946 -1.02663  -0.002
N -1.03730 2.26575 0.14512  -0.002
C -0.53321 0.87753 4.25500  0.001
C -0.24697 1.61462 5.38894  0.000
C -0.07606 0.89995 6.57086  0.001
C -0.19769 -0.49108 6.60161  0.002
C -0.49182 -1.21911 5.45335  0.000
C -0.65241 -0.49810 4.28568  0.002
H -0.86332 -4.45730 -2.06100  0.000
H -1.64901 -5.75186 -0.03601  0.000
H -1.69839 -4.54463 2.15565  0.000
H -0.32424 -2.08994 -1.80006  0.000
H -1.27914 4.94549 2.13653  0.000
H -1.85166 6.05869 -0.03016  0.000
H -1.87162 4.62371 -2.10891  0.000
H -1.32273 2.25589 -1.90518  -0.001
H -0.16459 2.69192 5.35682  0.000
H 0.14691 1.43045 7.48657  0.000
H -0.06380 -1.00934 7.54160  0.000
H -0.58644 -2.29558 5.46768  0.000
N -1.15130 0.05123 -1.70836  -0.376
C -2.06455 -0.18023 -2.54954  -0.039
C -1.83827 -0.06803 -4.00123  -0.019
C -2.88575 0.27295 -4.85365  0.002
C -2.64399 0.40814 -6.21223  -0.002
C -1.36867 0.19488 -6.71520  0.003
C -0.32372 -0.14574 -5.86403  -0.001
C -0.55340 -0.27398 -4.50631  -0.002
C -3.32818 -0.64901 -1.91100  -0.023
C -3.59472 -0.24368 -0.60652  -0.001
C -4.66314 -0.78106 0.09018  0.003
C -5.46776 -1.73699 -0.52146  -0.001
C -5.20603 -2.14005 -1.82261  0.000
C -4.13384 -1.60198 -2.52322  -0.002
H -3.87717 0.44853 -4.45788  0.000
H -3.45190 0.67809 -6.87781  0.000
H -1.18799 0.29108 -7.77718  0.000
H 0.66713 -0.31726 -6.26238  0.000
H 0.25519 -0.54732 -3.83857  -0.001
H -3.04191 0.58083 -0.15460  0.001
H -4.87624 -0.44949 1.09763  0.000
H -6.30652 -2.15949 0.01474  0.000
H -5.83413 -2.88229 -2.29556  0.000
H -3.91282 -1.94013 -3.52608  0.000
C 4.59858 1.74272 0.17103  0.072
Ge 2.82126 2.50875 0.25552  0.213
C 2.45161 3.48643 1.88541  0.037
C 2.20874 3.45274 -1.32437  0.040
Ge 1.66466 0.01384 0.21600  0.187
C 2.28507 -0.77076 1.87584  0.034
C 2.64130 0.04211 2.95332  0.006
C 3.02963 -0.50829 4.16513  0.000
C 3.04725 -1.88549 4.32439  0.002
C 2.66969 -2.70850 3.27330  0.002
C 2.29330 -2.15763 2.05803  0.009
C 2.36737 -0.75138 -1.42508  0.029
C 2.69135 0.07730 -2.50053  0.006
C 3.17365 -0.44957 -3.68969  0.000
C 3.31803 -1.82241 -3.82949  0.004
C 2.98318 -2.66231 -2.77706  0.001
C 2.51827 -2.13255 -1.58250  0.009
H 5.27580 2.60097 0.11406  0.015
H 4.74472 1.11592 -0.70532  0.000
H 4.82133 1.17663 1.07362  0.000
H 2.46856 4.54610 1.62107  0.006
H 3.23675 3.29334 2.61500  0.001
H 1.48312 3.26439 2.32904  0.003
H 2.25517 4.51943 -1.09559  0.006
H 1.17976 3.21103 -1.58323  0.003
H 2.85076 3.25169 -2.17986  0.001
H 2.60527 1.12015 2.86939  0.002
H 3.30824 0.13805 4.98704  0.000
H 3.34921 -2.31913 5.26849  0.000
H 2.66970 -3.78292 3.39898  0.000
H 1.99027 -2.82729 1.26540  0.001
H 2.56342 1.15088 -2.42827  0.001
H 3.43668 0.21168 -4.50508  0.000
H 3.69627 -2.23789 -4.75383  0.000
H 3.09909 -3.73291 -2.88013  0.000
H 2.28601 -2.81424 -0.77883  0.001

Cartesian forces (eV/Å) of the 6 atoms listed first:
Ru 0.7708 0.2574 -0.6029
C 0.0209 0.0828 0.0083
C 0.0108 0.0598 0.0162
C 0.0155 -0.0234 -0.0925
C -0.0824 0.0979 0.5284
N 0.1172 0.1369 -0.2131

=====

[2]
Density functional theory data (ωB97M-V/def2-TZVPD) for a molecular structure, C15H13F2N3NiO in a non-equilibrium geometry.

Computed properties:
Gap between HOMO and LUMO (alpha / beta) (eV): 7.530 / 7.374
HOMO level (alpha / beta) (eV): -8.29 / -8.07

Each line ends with the natural charge from an NBO analysis.
Atoms and positions in Å:
Ni -0.26038 -0.08328 0.02981  0.922
C 1.15320 3.86369 -0.43009  -0.684
C 0.92349 2.39151 -0.39910  0.215
N 0.12590 1.77989 0.39300  -0.302
N -0.67409 2.37692 1.30566  -0.449
C -1.45824 1.43577 1.82009  0.587
O -1.41017 0.19134 1.50034  -0.727
C -2.43778 1.84481 2.85362  -0.066
C -2.53667 3.17404 3.25937  -0.178
C -3.45954 3.53596 4.22577  -0.226
C -4.28876 2.57599 4.79173  -0.194
C -4.19288 1.25163 4.38885  -0.223
C -3.27034 0.88558 3.42162  -0.180
C 1.58355 1.46041 -1.33664  0.187
C 2.52393 1.85971 -2.26995  -0.241
C 3.10730 0.90585 -3.09248  -0.136
C 2.73776 -0.41876 -2.95874  -0.259
C 1.77671 -0.74798 -2.01450  0.091
N 1.21019 0.16084 -1.22857  -0.475
H 0.52299 4.33932 0.31644  0.261
H 0.91705 4.27819 -1.41206  0.230
H 2.19830 4.09295 -0.21128  0.229
H -1.88614 3.91024 2.80938  0.232
H -3.53522 4.56897 4.53949  0.213
H -5.01077 2.86154 5.54609  0.212
H -4.83878 0.50263 4.82822  0.214
H -3.18226 -0.14085 3.09451  0.234
H 2.79870 2.90181 -2.34518  0.230
H 3.84576 1.20052 -3.82627  0.225
H 3.16510 -1.19277 -3.57898  0.232
H 1.42385 -1.76142 -1.89386  0.236
F -2.05258 -0.13646 -1.87315  -0.386
C -1.43889 -1.10138 -1.09148  0.260
F -0.84037 -1.97476 -1.99700  -0.401
H -2.23306 -1.67723 -0.60867  0.116

Cartesian forces (eV/Å) of the 6 atoms listed first:
Ni -0.0894 0.9474 -0.6255
C -0.0707 0.0163 -0.0128
C -0.1105 0.0390 -0.0803
N 0.3976 -0.3810 0.4911
N -0.0749 0.1106 0.0322
C 0.2481 -0.1040 0.0274

=====

[3]
Density functional theory data (ωB97M-V/def2-TZVPD) for a molecular structure, C3H12ClMgN6O3 in a non-equilibrium geometry.

Computed properties:
Gap between HOMO and LUMO (eV): 2.990
HOMO level (eV): -11.48
Total charge: +1

Each line ends with the natural charge from an NBO analysis.
Atoms and positions in Å:
Mg -3.98891 -21.09989 -22.29769  1.773
Cl -5.70345 -20.08930 -21.15030  -0.770
C -7.06641 -20.75460 -17.36931  0.735
O -7.60366 -20.92154 -16.29699  -0.645
N -7.10716 -19.62611 -18.04021  -0.826
N -6.36190 -21.63112 -17.96743  -0.820
H -6.51387 -19.57650 -18.85608  0.344
H -7.74122 -18.85729 -17.87591  0.439
H -6.14322 -22.52683 -17.55514  0.414
H -5.99573 -21.39996 -18.87990  0.358
C -8.35999 -23.26086 -22.21616  0.740
O -7.47716 -23.08868 -23.06074  -0.752
N -9.11546 -24.25172 -22.22002  -0.778
N -8.36541 -22.53941 -21.15413  -0.817
H -9.98415 -24.25840 -21.70482  0.404
H -8.96508 -24.82107 -23.04059  0.416
H -7.54309 -21.98399 -20.96598  0.394
H -9.21282 -22.33700 -20.64322  0.402
C -9.60543 -18.50995 -20.82239  0.755
O -9.75310 -18.29967 -19.57087  -0.668
N -10.58758 -18.57917 -21.69499  -0.809
N -8.56723 -18.84197 -21.55510  -0.826
H -10.27184 -18.62892 -22.65307  0.359
H -11.56628 -18.35982 -21.57609  0.414
H -7.70360 -19.05653 -21.07740  0.380
H -8.65012 -18.97253 -22.55319  0.387

Cartesian forces (eV/Å) of the 6 atoms listed first:
Mg -1.7012 0.5099 0.7192
Cl 1.9003 -0.8758 -0.9538
C -2.6316 1.8636 3.6357
O -0.5873 -0.3564 0.8901
N 0.0854 3.1997 -2.2133
N 3.5991 -4.6646 -3.0327

=====

[4]
Density functional theory data (ωB97M-V/def2-TZVPD) for a molecular structure, C2H27HgO12 in a non-equilibrium geometry.

Computed properties:
Gap between HOMO and LUMO (eV): 6.333
HOMO level (eV): -13.25
Total charge: +1

Each line ends with the natural charge from an NBO analysis.
Atoms and positions in Å:
Hg -0.47305 -1.50891 2.39424  1.623
C 0.74059 1.01498 -0.71781  -0.657
C 0.95933 -0.39818 -0.60933  -0.097
O -0.09825 -0.94376 0.16964  -0.984
H 0.69641 1.49791 0.28461  0.222
H -0.10820 1.28178 -1.27596  0.230
H 1.64746 1.35348 -1.31446  0.219
H 1.88996 -0.63714 -0.14611  0.142
H 0.96237 -0.87632 -1.54411  0.176
O 3.18480 -2.84056 -0.22704  -0.917
H 3.83375 -2.23263 0.03383  0.488
H 3.50870 -3.70820 0.02456  0.499
O 2.45365 1.42933 1.68286  -0.919
H 2.23572 0.62624 2.20690  0.460
H 2.30060 1.02517 0.81986  0.477
O -2.09204 -0.69793 -1.76763  -1.012
H -1.76112 -0.88027 -2.66614  0.529
H -1.39123 -0.83236 -1.10819  0.495
O 0.12734 -3.30013 -1.20305  -0.950
H 0.39404 -2.42737 -0.76865  0.475
H 0.98589 -3.47993 -1.58304  0.460
O -0.56064 -0.14188 -4.06615  -0.939
H -0.79039 0.69680 -4.50116  0.491
H -0.01618 0.11467 -3.32997  0.463
O 1.78136 -2.62346 1.93572  -1.008
H 2.25840 -2.71840 1.08187  0.505
H 2.46620 -2.75386 2.55565  0.483
O -1.86112 3.69693 -1.30902  -0.960
H -2.08269 2.88551 -0.78026  0.478
H -2.75059 4.06454 -1.25627  0.460
O -2.68860 -1.05023 1.50765  -0.982
H -2.71924 -0.93710 0.52987  0.530
H -3.47517 -1.61206 1.65147  0.509
O -0.78478 0.93317 2.49528  -1.014
H -0.49597 1.70390 2.95910  0.519
H -1.38505 1.28020 1.83793  0.516
O -2.91084 1.30862 -0.34335  -1.000
H -3.77094 1.48640 -0.64716  0.483
H -2.54954 0.62654 -0.92122  0.500
O 0.80219 3.22982 3.02346  -0.955
H 1.26093 2.59302 2.51480  0.485
H 0.27595 3.75166 2.37677  0.479

Cartesian forces (eV/Å) of the 6 atoms listed first:
Hg 0.5552 1.1345 -2.7788
C 2.4765 2.6042 -0.2598
C -1.2823 -1.1023 2.5125
O -0.7842 -0.9057 0.9813
H -0.0945 -0.1565 -1.0292
H -1.2719 0.2975 -0.6819

=====

ΔE to the lowest compared entry with this formula, charge and spin list, top to bottom, in kcal/mol: 0.0, 3.7, 54.7, 23.3